Formula: C23H31CeF6O3
Source: the Open Molecules 2025 dataset
Level of theory: ωB97M-V with the def2-TZVPD basis set

Last column: Mulliken charge in e.
Atoms and positions in Å:
O (0.400, -0.909, -3.145)  -0.348
C (0.736, 0.225, -4.027)  -0.373
C (0.676, -0.411, -5.375)  -1.052
H (1.726, 0.578, -3.738)  0.221
H (-0.030, 0.966, -4.029)  0.304
C (0.446, -1.628, -4.419)  1.714
H (1.632, -0.310, -5.901)  0.331
H (-0.154, -0.001, -5.930)  0.330
C (1.685, -2.464, -4.588)  -1.631
H (2.574, -1.822, -4.581)  0.390
H (1.593, -2.953, -5.570)  0.395
H (1.773, -3.217, -3.801)  0.311
C (-0.844, -2.371, -4.672)  -1.768
H (-1.725, -1.718, -4.713)  0.344
H (-0.997, -3.126, -3.899)  0.351
H (-0.742, -2.887, -5.635)  0.428
Ce (-0.133, -0.883, 1.533)  0.468
C (-2.217, -1.438, 3.194)  -0.595
C (-2.196, -0.019, 3.230)  -0.600
C (-2.547, 0.480, 1.945)  -0.297
H (-2.045, 0.594, 4.109)  0.659
C (-2.806, -0.642, 1.099)  -0.552
C (-2.603, -1.834, 1.873)  -0.638
H (-2.782, -2.853, 1.520)  0.596
H (-2.033, -2.093, 4.046)  0.494
H (-2.690, 1.533, 1.692)  0.573
H (-3.137, -0.595, 0.064)  0.594
C (1.000, -2.829, 2.867)  -0.438
C (0.195, -3.462, 1.862)  -0.688
C (0.750, -3.140, 0.579)  -0.452
H (-0.669, -4.088, 2.065)  0.581
C (1.896, -2.315, 0.797)  -0.612
C (2.055, -2.119, 2.207)  -0.352
H (2.866, -1.575, 2.688)  0.572
H (0.869, -2.935, 3.945)  0.551
H (0.390, -3.496, -0.386)  0.634
H (2.547, -1.892, 0.040)  0.615
O (0.082, 2.066, -2.506)  -0.399
C (-1.011, 1.308, -1.865)  0.785
C (-2.156, 2.239, -2.199)  -0.754
H (-0.830, 1.275, -0.764)  -0.880
H (-1.098, 0.295, -2.265)  0.503
C (-1.625, 3.681, -1.872)  -0.640
H (-3.094, 1.931, -1.760)  0.399
H (-2.244, 2.188, -3.292)  0.315
C (-0.096, 3.441, -2.068)  -0.428
H (-1.878, 3.944, -0.850)  0.250
H (-2.084, 4.425, -2.543)  0.371
H (0.399, 3.462, -1.040)  0.126
H (0.371, 4.171, -2.743)  0.379
C (2.711, 1.784, 3.574)  -1.690
C (1.264, 1.369, 3.817)  0.637
O (0.677, 0.559, 2.817)  0.037
C (1.208, 0.608, 5.185)  0.614
F (1.648, 1.401, 6.219)  -0.243
F (-0.037, 0.143, 5.529)  -0.217
F (2.021, -0.494, 5.118)  -0.243
C (0.466, 2.718, 3.977)  0.552
F (1.107, 3.593, 4.816)  -0.235
F (0.358, 3.315, 2.751)  -0.217
F (-0.799, 2.540, 4.439)  -0.221
H (3.352, 0.903, 3.370)  0.301
H (3.076, 2.296, 4.484)  0.435
H (2.753, 2.486, 2.724)  0.408

Forces on the atoms, in the same order (eV/Å):
0.4 0.2 -2.1
0.7 1.6 0.6
0.2 -0.3 1.2
-0.3 0.4 0.0
0.1 0.3 0.5
-0.3 -1.4 -1.8
-0.5 -0.6 -0.1
-0.2 -0.4 -0.4
0.0 -0.6 0.3
-0.1 -0.3 0.1
0.3 0.1 0.4
0.1 -0.1 0.0
0.1 -0.4 -0.1
0.3 0.0 0.1
-0.1 0.0 0.0
-0.2 0.1 0.2
-1.5 2.2 1.1
0.1 0.3 -0.5
-0.3 -0.3 -0.4
0.1 -0.6 0.0
0.2 -0.2 -0.2
0.3 -0.3 0.7
0.0 0.4 -0.4
0.1 0.4 0.2
0.0 0.2 -0.3
0.2 -0.4 0.0
0.1 -0.1 0.2
0.3 -0.2 -0.8
0.8 0.2 -0.1
0.3 -0.2 0.8
0.2 0.1 -0.1
-0.1 -0.3 0.7
-0.3 -1.0 -0.3
-0.4 -0.1 -0.1
0.0 0.2 -0.4
0.0 0.2 0.2
-0.1 -0.1 0.0
-0.8 0.6 1.5
0.7 1.8 -0.4
0.0 0.4 -0.4
0.0 0.0 -0.1
0.3 0.3 -0.1
-0.2 -1.3 -0.5
-0.3 0.3 0.2
-0.3 -0.1 0.2
0.0 -0.4 1.9
0.1 0.1 0.1
0.4 -0.3 0.2
-0.4 0.5 -1.2
0.0 -0.6 0.1
0.5 -0.2 -0.2
-0.6 0.2 0.7
0.7 0.4 0.2
0.0 -0.4 1.1
-0.6 -1.2 -1.4
1.3 0.6 -0.5
-0.7 1.0 0.1
-0.3 0.6 -0.2
-0.9 -1.1 -1.1
0.1 -0.5 1.1
1.0 0.2 -0.3
-0.4 0.5 0.1
-0.1 -0.3 -0.6
0.0 -0.4 0.4

Values from the calculation:
largest force on an atom = 2.898 eV/A
E = -59722.1073 eV
total charge = +1
frontier orbital gap (alpha / beta) = 0.2457 / 0.2458 Eh

Formula: C4H6O2
Source: the Open Molecules 2025 dataset
Level of theory: ωB97M-V with the def2-TZVPD basis set

Last column: Mulliken charge in e.
Atoms and positions in Å:
C (1.781, 0.743, -0.936)  -0.396
C (0.475, -0.137, 0.364)  -0.457
O (0.686, 1.123, 0.091)  -0.192
C (-0.820, -0.475, 1.003)  -0.179
C (-1.868, -0.650, -0.082)  -0.018
O (-2.298, -1.715, -0.449)  -0.444
H (1.360, 0.183, -1.788)  0.262
H (2.584, 0.121, -0.513)  0.274
H (2.111, 1.722, -1.225)  0.284
H (-0.661, -1.439, 1.493)  0.217
H (-1.133, 0.312, 1.690)  0.325
H (-2.215, 0.299, -0.537)  0.323

Forces on the atoms, in the same order (eV/Å):
0.3 1.4 -0.3
-0.7 -1.3 0.9
1.3 -2.4 -1.6
-0.2 0.0 0.4
-0.2 -0.2 -0.1
0.3 0.6 0.2
-0.1 0.5 0.6
-0.6 0.6 0.2
0.5 0.5 -0.5
-0.3 0.2 0.1
-0.3 0.1 0.2
0.0 -0.1 0.0

Values from the calculation:
energy above the lowest of the compared OMol25 structures with the same formula, charge and spin = 4.752 eV
largest force on an atom = 3.173 eV/A
E = -8335.7088 eV
total charge = 0
frontier orbital gap = 0.3096 Eh

Formula: C5H12MgO3Sn
Source: the Open Molecules 2025 dataset
Level of theory: ωB97M-V with the def2-TZVPD basis set

Last column: Mulliken charge in e.
Atoms and positions in Å:
O (1.525, 0.932, 0.132)  -0.658
Mg (3.427, 0.926, -0.369)  -0.536
C (-2.418, 2.027, -1.416)  -0.653
O (-1.543, 1.181, -0.699)  -0.100
C (-2.008, 0.667, 0.569)  -0.213
C (-0.901, -0.168, 1.172)  -1.531
C (-0.799, -1.550, 0.562)  -0.089
O (0.013, -1.459, -0.635)  -0.078
C (0.833, -2.575, -0.937)  -0.628
Sn (0.259, 0.469, -1.094)  0.519
H (-1.817, 2.517, -2.189)  0.238
H (-3.198, 1.408, -1.881)  0.286
H (-2.864, 2.776, -0.745)  0.283
H (-2.922, 0.091, 0.340)  0.333
H (-2.265, 1.524, 1.207)  0.382
H (-1.037, -0.239, 2.256)  0.515
H (0.553, 0.453, 1.379)  0.447
H (-1.745, -2.009, 0.230)  0.290
H (-0.327, -2.227, 1.287)  0.424
H (1.835, -2.195, -1.176)  0.197
H (1.012, -3.231, -0.073)  0.317
H (0.299, -3.174, -1.689)  0.257

Forces on the atoms, in the same order (eV/Å):
1.9 0.8 4.3
0.4 0.0 0.1
-0.4 0.2 -0.6
-2.8 1.0 2.1
-0.4 0.4 0.7
1.2 0.3 1.4
-0.2 -0.5 0.8
-0.7 -2.8 2.0
0.5 -0.9 -0.1
2.7 1.5 -7.5
-0.2 -0.1 0.2
0.1 0.3 0.1
0.2 -0.3 -0.2
0.2 0.0 0.3
0.0 -0.2 -0.1
-0.3 -0.1 -0.3
-2.1 -0.6 -2.3
0.0 0.3 0.3
0.1 0.1 -0.4
-0.4 -0.2 -0.6
-0.4 0.4 0.1
0.7 0.2 -0.1

Values from the calculation:
energy above the lowest of the compared OMol25 structures with the same formula, charge and spin = 2.091 eV
largest force on an atom = 8.059 eV/A
E = -22791.7926 eV
total charge = 0
frontier orbital gap = 0.1709 Eh

Formula: C3H10NO2S
Source: the Open Molecules 2025 dataset
Level of theory: ωB97M-V with the def2-TZVPD basis set

Last column: Mulliken charge in e.
Atoms and positions in Å:
C (-0.421, 0.364, 1.327)  -0.103
O (-0.508, 1.335, 2.162)  -0.829
C (-0.002, 0.953, -0.168)  0.346
C (-0.779, 0.284, -1.330)  -0.754
S (-0.117, 0.552, -2.973)  -0.315
N (1.431, 0.692, -0.342)  -0.614
H (0.398, -0.475, 1.508)  -0.354
H (-1.359, -0.266, 1.126)  0.111
H (-0.288, 1.994, -0.182)  0.271
H (-1.855, 0.414, -1.183)  0.428
H (-0.521, -0.775, -1.300)  0.228
H (0.785, 1.539, -2.861)  0.110
H (1.614, -0.281, -0.542)  0.219
H (2.047, 1.053, 0.357)  0.240
H (0.373, -2.339, 1.994)  0.370
H (-0.559, -2.150, 0.937)  0.385
O (-0.239, -2.897, 1.469)  -0.738

Forces on the atoms, in the same order (eV/Å):
0.1 -0.3 -2.3
0.0 0.4 1.3
0.1 -2.1 0.7
1.4 -0.5 1.4
-0.3 0.4 -1.6
-0.1 0.9 -1.7
-0.5 1.0 -0.1
-0.1 0.1 0.2
0.5 0.5 0.3
0.2 0.2 -0.5
-0.6 -0.4 0.6
-0.2 0.0 0.6
0.0 0.0 0.3
-0.2 0.0 0.6
-0.2 -0.8 0.0
-0.5 -0.4 -0.2
0.6 0.9 0.2

Values from the calculation:
energy above the lowest of the compared OMol25 structures with the same formula, charge and spin = 1.450 eV
largest force on an atom = 2.317 eV/A
E = -19692.6270 eV
total charge = -1
frontier orbital gap = 0.2223 Eh